w | The following is a DFT calculation (ωB97M-V with the def2-TZVPD basis set) of an isolated molecule of C6H10S.

Each line ends with the natural charge from an NBO analysis.
Geometry (Å):
S: 2.40 -0.89 -0.47  0.7217
C: 0.23 0.75 -1.90  -0.1746
C: -2.35 -0.28 0.96  -0.5934
C: -0.62 -0.11 -1.01  -0.2387
C: 0.87 -0.16 -1.19  -0.2437
C: -1.14 0.41 0.32  -0.4195
C: 3.12 -0.05 0.69  -0.9976
H: -1.19 -0.94 -1.63  0.1869
H: -0.24 0.35 1.10  0.1943
H: 1.48 -1.74 0.10  0.0611
H: -3.27 -0.36 0.34  0.2050
H: -1.35 1.47 0.32  0.2107
H: 0.41 1.60 -2.59  0.2347
H: -2.16 -1.36 1.29  0.1987
H: 4.10 0.46 0.56  0.2451
H: -2.61 0.25 1.76  0.2038
H: 2.33 0.59 1.32  0.2054

Summary:
LUMO level: 0.79 eV

---

x | The following is a DFT calculation (ωB97M-V with the def2-TZVPD basis set) of a structure of composition C6H10S.

Each line ends with the natural charge from an NBO analysis.
Geometry (Å):
S: 0.84 -2.38 1.08  0.2852
C: 1.35 -0.65 -0.50  -0.2454
C: -0.14 1.06 0.87  -0.4159
C: -0.45 -0.19 1.60  -0.2612
C: -0.81 0.01 -1.48  -0.6149
C: 0.64 -0.91 1.99  -0.3939
C: 0.35 0.32 -0.47  -0.4443
H: 0.84 1.16 -0.98  0.3130
H: -0.46 -2.38 0.63  0.1465
H: -1.80 0.19 -1.26  0.2032
H: -1.32 -0.58 1.10  0.1850
H: 1.39 -0.61 2.72  0.2447
H: 2.26 -0.35 0.23  0.1417
H: -0.66 -0.95 -1.76  0.2133
H: -1.02 1.86 0.85  0.2212
H: 0.73 1.68 1.19  0.2134
H: -0.69 0.63 -2.40  0.2085

Summary:
LUMO level (spin up / spin down): 0.40 / 0.40 eV

---

It turns out w is the most stable, with the second structure 0.0263 hartree higher.

---

w | The following is a DFT calculation (ωB97M-V with the def2-TZVPD basis set) of a cluster of 2 separate species, C5H15NO in total.

Each line ends with the natural charge from an NBO analysis.
Geometry (Å):
O: 2.80 2.42 -2.41  -0.9413
N: 1.19 -1.15 2.42  -0.8486
C: -1.62 -1.10 1.10  -0.6092
C: -0.40 -0.24 0.69  -0.2269
C: -1.51 0.74 -1.51  -0.6113
C: 1.03 -0.49 1.13  -0.2152
C: -0.34 0.02 -0.84  -0.3727
H: -1.51 1.80 -1.30  0.2100
H: 1.56 -0.57 3.17  0.3579
H: -1.36 0.52 -2.58  0.2107
H: -2.49 -0.49 0.93  0.2173
H: -0.66 0.75 1.12  0.1794
H: 1.67 0.37 0.88  0.1983
H: -2.44 0.24 -1.23  0.2024
H: -0.24 -1.00 -1.25  0.1902
H: 0.57 0.56 -1.10  0.1834
H: -1.54 -1.55 2.09  0.2081
H: 1.53 -1.20 0.44  0.1676
H: -1.69 -1.95 0.41  0.1994
H: 2.50 2.08 -3.28  0.4736
H: 0.35 -1.50 2.86  0.3575
H: 2.61 1.76 -1.75  0.4693

Summary:
LUMO level: 0.77 eV

---

x | The following is a DFT calculation (ωB97M-V with the def2-TZVPD basis set) of a cluster of 2 separate species, C5H15NO in total.

Each line ends with the natural charge from an NBO analysis.
Geometry (Å):
O: -3.28 -3.37 -0.83  -0.9398
N: 1.16 0.08 0.62  -0.4652
C: -0.29 0.58 0.43  -0.2146
C: 0.31 2.90 -0.31  -0.6233
C: 1.23 -0.94 1.70  -0.4077
C: 1.92 -0.18 -0.59  -0.4037
C: -0.48 1.65 -0.72  -0.4184
H: 0.48 3.52 -1.24  0.2073
H: -3.00 -2.70 -1.48  0.4693
H: 2.00 0.68 -1.21  0.1980
H: 2.98 -0.57 -0.19  0.1983
H: 1.34 2.69 0.06  0.2178
H: -3.77 -4.05 -1.36  0.4706
H: -0.05 1.21 -1.59  0.1987
H: -0.93 -0.37 0.25  0.1676
H: 1.14 -0.47 2.75  0.1953
H: 0.51 -1.80 1.68  0.1756
H: -0.18 3.41 0.54  0.2094
H: -1.57 1.97 -0.83  0.2154
H: -0.61 1.04 1.44  0.1958
H: 1.41 -0.96 -1.18  0.1580
H: 2.21 -1.28 1.55  0.1958

Summary:
LUMO level: 0.73 eV

---

It turns out w is the most stable, with the second structure 0.0306 hartree higher.

---

w | The following is a DFT calculation (ωB97M-V with the def2-TZVPD basis set) of an isolated molecule of C2H4N2P2.

Each line ends with the natural charge from an NBO analysis.
Geometry (Å):
P: -2.27 0.21 -0.02  0.4857
P: 2.30 0.13 0.14  0.4507
N: 0.21 -1.36 -0.24  -0.2875
N: -0.19 -0.18 0.08  -0.2987
C: 1.49 -1.41 -0.27  -0.3478
C: 0.71 0.76 0.28  -0.4161
H: 2.03 -2.37 -0.40  0.2213
H: -2.21 1.27 -1.20  -0.0019
H: 0.22 1.65 0.73  0.2314
H: -2.29 1.30 0.90  -0.0370

Summary:
LUMO level: -0.41 eV

---

x | The following is a DFT calculation (ωB97M-V with the def2-TZVPD basis set) of an isolated molecule of C2H4N2P2.

Each line ends with the natural charge from an NBO analysis.
Geometry (Å):
P: -1.08 -0.89 -0.09  0.4584
P: 1.68 0.14 -1.69  1.0994
N: 1.75 -0.32 0.12  -0.7694
N: 0.28 0.93 -1.54  -0.7934
C: 0.57 -0.48 0.86  -0.4785
C: -0.75 0.60 -0.89  -0.1689
H: 0.27 0.46 1.44  0.2127
H: -2.18 -0.50 0.71  -0.0211
H: -1.33 1.45 -0.52  0.1917
H: 0.79 -1.38 1.60  0.2691

Summary:
LUMO level (spin up / spin down): -0.91 / -0.92 eV

---

y | The following is a DFT calculation (ωB97M-V with the def2-TZVPD basis set) of an isolated molecule of C2H4N2P2.

Each line ends with the natural charge from an NBO analysis.
Geometry (Å):
P: -0.78 1.70 -0.04  0.6140
P: -0.74 -1.48 -1.31  0.9042
N: 0.26 0.50 0.13  -0.5082
N: 0.39 -0.71 -0.45  -0.7389
C: 1.40 0.54 0.95  -0.4245
C: -2.29 -1.04 -1.22  -0.7220
H: -3.26 -1.10 -1.53  0.1817
H: 1.59 -0.62 1.23  0.2624
H: 1.19 1.13 1.84  0.2077
H: 2.24 1.07 0.38  0.2237

Summary:
LUMO level (spin up / spin down): -1.48 / -1.08 eV

---

It turns out w is the most stable, with the second structure 0.0318 hartree higher.

---

w | The following is a DFT calculation (ωB97M-V with the def2-TZVPD basis set) of a cluster of 2 separate species, C4H12S4 in total.

Each line ends with the natural charge from an NBO analysis.
Geometry (Å):
S: -1.72 2.95 -0.21  -0.1313
S: -2.07 2.91 -2.23  0.0950
S: 2.54 -4.40 2.53  0.1023
S: 2.54 -3.30 4.35  -0.1544
C: -3.58 3.95 -2.37  -0.5583
C: 4.06 -3.94 1.65  -0.5493
C: 4.00 -2.46 1.21  -0.6230
C: -4.83 3.25 -2.89  -0.6205
H: -4.90 2.17 -2.66  0.2184
H: 4.22 -1.81 2.07  0.2145
H: -4.07 4.39 -1.48  0.2416
H: -2.13 1.70 0.10  0.1256
H: 2.99 -2.23 0.84  0.2138
H: 4.19 -4.52 0.71  0.2343
H: -4.73 3.37 -3.98  0.2041
H: 4.96 -4.09 2.27  0.2215
H: 4.73 -2.25 0.41  0.2101
H: -3.32 4.78 -3.06  0.2146
H: 2.90 -4.20 5.29  0.1301
H: -5.77 3.73 -2.56  0.2108

Summary:
LUMO level: 0.40 eV

---

x | The following is a DFT calculation (ωB97M-V with the def2-TZVPD basis set) of a cluster of 2 separate species, C4H12S4 in total.

Each line ends with the natural charge from an NBO analysis.
Geometry (Å):
S: 0.79 0.74 0.85  0.0907
S: 2.50 1.28 1.81  0.0874
S: 0.28 -2.22 -1.34  0.1029
S: -1.71 -2.53 -1.04  0.0783
C: 0.53 -2.47 -3.11  -0.7671
C: -2.53 -0.90 -1.14  -0.7541
C: -0.06 2.36 0.67  -0.7520
C: 1.92 1.29 3.54  -0.7574
H: 0.21 -3.50 -3.33  0.2223
H: 1.59 2.26 3.93  0.2136
H: 1.59 -2.36 -3.39  0.2347
H: -0.10 2.89 1.63  0.2193
H: -3.54 -0.99 -0.71  0.2315
H: -0.07 -1.77 -3.71  0.2186
H: 2.79 0.95 4.13  0.2244
H: -2.62 -0.55 -2.18  0.2153
H: -1.09 2.10 0.36  0.2189
H: 1.10 0.56 3.69  0.2333
H: 0.38 3.03 -0.09  0.2213
H: -1.96 -0.16 -0.56  0.2183

Summary:
LUMO level: 0.78 eV

---

It turns out x is the most stable, with the second structure 0.0232 hartree higher.

---

w | The following is a DFT calculation (ωB97M-V with the def2-TZVPD basis set) of the ion C6H16N2 with charge -1.

Each line ends with the Löwdin spin population.
Geometry (Å):
N: -0.12 0.25 0.05  0.0120
N: 2.34 -2.09 -0.92  0.0528
C: -0.68 2.39 1.36  0.0593
C: 1.92 -0.62 -1.17  0.1841
C: -0.94 -0.90 -0.25  0.0911
C: 1.38 -0.04 0.15  0.0391
C: -0.53 0.90 1.42  0.0238
C: -2.12 -0.29 -0.93  0.1181
H: 1.77 0.93 0.29  0.0165
H: -1.83 -0.13 -1.97  0.0380
H: 1.55 -0.78 1.01  0.0066
H: -1.09 2.62 0.39  0.0091
H: 0.25 2.98 1.48  0.0109
H: 0.05 0.57 2.29  0.0056
H: -1.24 -1.49 0.79  0.0250
H: 2.71 0.06 -1.43  0.0377
H: 1.38 -0.57 -2.06  0.0607
H: -1.42 2.83 2.03  0.0127
H: 2.26 -2.54 -1.77  0.0743
H: -1.54 0.46 1.63  0.0104
H: 1.78 -2.53 -0.23  0.0284
H: -2.37 0.66 -0.51  0.0071
H: -0.47 -1.65 -0.79  0.0480
H: -3.02 -1.02 -0.85  0.0286

Summary:
LUMO level (spin up / spin down): 3.87 / 3.90 eV
total charge: -1
spin multiplicity: 2

---

x | The following is a DFT calculation (ωB97M-V with the def2-TZVPD basis set) of the ion C6H16N2 with charge -1.

Each line ends with the Löwdin spin population.
Geometry (Å):
N: -1.18 0.71 0.43  0.0070
N: 1.46 2.36 -1.55  0.0569
C: -0.23 -1.52 -0.34  0.1041
C: 0.86 1.19 1.78  0.0633
C: 0.88 1.13 -1.03  0.2157
C: 0.11 1.42 0.34  0.0144
C: -0.94 -2.87 -0.48  0.1057
C: -1.09 -0.75 0.59  0.0209
H: -0.13 -1.04 -1.22  0.0332
H: 2.24 2.64 -0.99  0.0453
H: -0.99 -0.86 1.73  0.0040
H: 0.73 -1.60 0.28  0.0314
H: -0.75 -3.49 -1.27  0.0272
H: -2.02 -2.76 -0.44  0.0067
H: 1.64 0.43 1.50  0.0298
H: -0.21 2.50 0.35  0.0027
H: -2.13 -1.17 0.39  0.0030
H: -0.87 -3.52 0.54  0.0133
H: -1.90 1.10 -0.10  0.0122
H: 1.14 1.99 2.32  0.0109
H: 0.15 0.66 2.34  0.0043
H: 1.45 0.24 -1.00  0.0613
H: 1.77 2.40 -2.53  0.0739
H: 0.01 0.80 -1.66  0.0530

Summary:
LUMO level (spin up / spin down): 3.93 / 3.89 eV
total charge: -1
spin multiplicity: 2

---

It turns out w is the most stable, with the second structure 0.0150 hartree higher.

---

w | The following is a DFT calculation (ωB97M-V with the def2-TZVPD basis set) of an isolated molecule of C5H5NO.

Each line ends with the Löwdin spin population.
Geometry (Å):
O: -0.18 -1.69 0.90  0.7280
N: 0.70 0.10 1.33  0.3050
C: 0.17 0.79 0.42  0.0548
C: -1.08 -0.69 -0.94  0.1454
C: -0.57 -1.79 -0.24  0.3038
C: 1.41 1.38 0.98  0.1141
C: -0.87 0.62 -0.60  0.2589
H: 2.38 1.48 0.33  0.0010
H: -1.45 -0.90 -1.88  0.0066
H: -0.60 -2.69 -0.84  0.0581
H: -1.28 1.31 -1.24  0.0174
H: 1.35 2.08 1.79  0.0069

Summary:
LUMO level (spin up / spin down): 1.05 / -2.43 eV
spin multiplicity: 3

---

x | The following is a DFT calculation (ωB97M-V with the def2-TZVPD basis set) of an isolated molecule of C5H5NO.

Each line ends with the Löwdin spin population.
Geometry (Å):
O: 1.21 2.00 0.03  0.1447
N: -0.98 1.00 -0.01  0.1785
C: 1.76 -1.34 -0.13  0.4227
C: 0.94 -0.30 -0.15  0.6402
C: -1.88 -0.01 0.02  0.0175
C: -2.86 -0.70 -0.12  0.0763
C: 0.40 0.91 0.05  0.3948
H: -3.39 -1.59 0.16  0.0067
H: 2.23 -1.56 0.83  0.0576
H: -1.41 1.92 0.02  0.0095
H: 1.93 -1.95 -1.02  0.0492
H: 2.04 1.63 0.31  0.0021

Summary:
LUMO level (spin up / spin down): 0.60 / -1.40 eV
spin multiplicity: 3

---

It turns out w is the most stable, with the second structure 0.0428 hartree higher.